Density functional theory data (ωB97M-V/def2-TZVPD) for a cluster of 2 separate species, C5H13NO2 in total in a non-equilibrium geometry.

Element x y z (Å)
C 0.819 -1.384 0.637
C -0.045 -0.347 -0.076
C -0.822 -1.113 -1.141
O -0.329 -1.608 -2.116
N -1.065 0.358 0.742
C -0.650 0.555 2.145
C -1.401 1.648 0.092
H 1.266 -1.983 -0.160
H 0.228 -2.090 1.225
H 1.629 -0.911 1.180
H 0.619 0.362 -0.568
H -1.896 -1.235 -0.952
H -0.916 1.552 2.487
H -1.167 -0.177 2.749
H 0.419 0.384 2.275
H -2.482 1.729 -0.031
H -0.973 1.726 -0.906
H -1.162 2.496 0.743
O 2.893 -0.171 -2.568
H 2.395 -0.540 -3.302
H 2.638 0.750 -2.456

Output
lowest unoccupied orbital energy = 0.7 eV
multiplicity = 1
E_HOMO = -8.8 eV
SMILES = C[C@@H](C=O)N(C)C.O
F_max = 1.4 eV/A
gap between HOMO and LUMO = 9.552 eV



Density functional theory data (ωB97M-V/def2-TZVPD) for a structure of composition C5H13NO2 in a non-equilibrium geometry.

Element x y z (Å)
C 1.442 -1.430 0.038
C 2.272 1.112 1.130
C 1.786 -1.420 -1.350
O 1.504 0.458 0.150
H 2.214 -1.680 0.761
H 0.406 -1.579 0.337
H 1.793 1.044 2.115
H 2.374 2.172 0.877
H 3.278 0.676 1.212
H 1.931 -0.185 -1.158
H 2.724 -1.896 -1.620
H 0.964 -1.512 -2.050
C -3.609 0.342 -0.137
C -2.132 -0.004 -0.114
N -1.287 1.013 0.158
O -1.743 -1.143 -0.337
H -0.273 0.857 0.128
H -1.635 1.943 0.310
H -3.984 0.315 -1.161
H -4.174 -0.401 0.425
H -3.853 1.316 0.288

Output
lowest unoccupied orbital energy = 1.0 eV
multiplicity = 1
E_HOMO = -9.2 eV
F_max = 2.6 eV/A
gap between HOMO and LUMO = 10.156 eV



Density functional theory data (ωB97M-V/def2-TZVPD) for a cluster of 2 separate species, C5H13NO2 in total in a non-equilibrium geometry.

Element x y z (Å)
C -0.259 1.077 -1.904
C -0.547 1.517 -0.417
C 0.437 1.242 0.736
C 0.504 -0.328 0.923
N -0.753 -0.938 1.311
C 1.540 -0.698 1.939
O 2.740 -0.973 1.668
H -1.136 0.808 -2.431
H 0.350 1.788 -2.433
H 0.489 0.262 -2.117
H -1.603 1.426 -0.162
H -0.503 2.547 -0.482
H 1.477 1.539 0.645
H 0.040 1.447 1.765
H 0.827 -0.617 -0.205
H -1.229 -0.568 2.086
H -1.342 -0.824 0.400
H 1.393 -0.744 3.071
O -0.956 -3.022 -1.708
H -0.542 -2.085 -1.875
H -0.927 -2.855 -0.811

Output
lowest unoccupied orbital energy = 0.7 eV
multiplicity = 1
E_HOMO = -9.6 eV
SMILES = CCC[C@H](N)C=O.O
F_max = 5.0 eV/A
gap between HOMO and LUMO = 10.276 eV



Density functional theory data (ωB97M-V/def2-TZVPD) for a cluster of 2 separate species, C5H13NO2 in total.

Element x y z (Å)
C -1.321 0.342 -1.313
C -1.166 -0.617 -0.163
O -2.245 -0.660 0.710
C -0.123 -1.403 0.096
C -0.077 -2.342 1.262
O 1.034 -1.430 -0.647
H -0.474 0.320 -1.993
H -1.438 1.362 -0.942
H -2.216 0.090 -1.888
H -2.988 -0.203 0.303
H 0.517 -1.914 2.070
H -1.084 -2.525 1.622
H 0.392 -3.273 0.951
H 0.940 -0.881 -1.433
C 1.466 1.812 0.763
N 1.713 2.170 -0.623
H 1.359 2.733 1.339
H 2.332 1.271 1.140
H 0.576 1.189 0.931
H 0.899 2.626 -1.021
H 1.904 1.335 -1.165

Output
lowest unoccupied orbital energy = 0.6 eV
multiplicity = 1
E_HOMO = -7.9 eV
SMILES = C/C(O)=C(/C)O.CN
F_max = 0.5 eV/A
gap between HOMO and LUMO = 8.511 eV



Density functional theory data (ωB97M-V/def2-TZVPD) for a structure of composition C5H13NO2 in a non-equilibrium geometry.

Element x y z (Å)
C 1.551 2.149 0.232
C -0.711 -0.568 0.190
C 0.230 -0.207 -0.965
C -2.138 -0.739 -0.331
C -0.247 -1.833 0.913
N 1.503 0.338 -0.492
O 1.762 1.770 1.413
O 0.359 2.679 -0.150
H 1.801 0.169 0.559
H -0.265 2.554 0.582
H 2.243 0.233 -1.178
H 2.345 2.545 -0.414
H -0.691 0.259 0.906
H 0.391 -1.096 -1.589
H -0.233 0.565 -1.587
H -2.818 -0.976 0.487
H -2.492 0.173 -0.812
H -2.185 -1.550 -1.059
H -0.256 -2.688 0.235
H -0.909 -2.059 1.748
H 0.761 -1.719 1.311

Output
lowest unoccupied orbital energy = 0.9 eV
multiplicity = 1
E_HOMO = -9.2 eV
F_max = 3.0 eV/A
gap between HOMO and LUMO = 10.063 eV



Density functional theory data (ωB97M-V/def2-TZVPD) for the molecule C5H13NO2 in a non-equilibrium geometry.

Element x y z (Å)
C -2.043 -0.788 0.696
C -0.698 -0.241 0.248
C 0.366 -1.339 0.124
C 1.668 -0.940 0.815
O 2.825 -1.667 0.410
N -0.858 0.446 -1.054
C -0.367 1.769 -1.111
O -0.925 2.604 -0.072
H -1.938 -1.281 1.664
H -2.717 0.052 0.854
H -2.448 -1.465 -0.058
H -0.412 0.520 0.962
H 0.594 -1.538 -0.928
H 0.007 -2.295 0.495
H 1.831 0.117 0.590
H 1.605 -1.058 1.897
H 2.723 -1.821 -0.542
H -1.802 0.402 -1.412
H -0.521 2.197 -2.092
H 0.721 1.774 -0.992
H -1.069 3.475 -0.448

Output
lowest unoccupied orbital energy = 0.8 eV
multiplicity = 1
E_HOMO = -9.2 eV
SMILES = C[C@@H](CCO)NCO
F_max = 1.0 eV/A
gap between HOMO and LUMO = 10.058 eV



Density functional theory data (ωB97M-V/def2-TZVPD) for a structure of composition C5H13NO2 in a non-equilibrium geometry.

Element x y z (Å)
C 0.847 0.740 0.364
C 1.772 -0.078 1.169
N 3.212 0.174 1.194
C -0.639 0.313 0.421
C -1.044 -0.125 -0.964
C -1.938 0.514 -1.739
H 1.330 1.643 0.025
H 1.283 -0.374 2.086
H 3.526 -0.589 1.807
H 3.530 -0.228 0.315
H -0.632 -0.541 1.088
H -1.271 1.131 0.751
H -0.572 -0.987 -1.373
H -2.314 0.022 -2.654
H -2.489 1.403 -1.506
H 1.883 -0.219 -1.982
H 1.799 -0.363 -0.300
O 1.874 -0.967 -1.362
H -2.835 -0.323 1.443
H -3.619 -0.577 0.131
O -3.703 -0.568 1.087

Output
lowest unoccupied orbital energy (alpha / beta) = -6.1 / -8.3 eV
expectation value of S² = 0.7603
multiplicity = 2
net charge = +1
E_HOMO (alpha / beta) = -14.2 / -14.2 eV
F_max = 5.3 eV/A
gap between HOMO and LUMO (alpha / beta) = 8.131 / 5.859 eV



Density functional theory data (ωB97M-V/def2-TZVPD) for a cluster of 2 separate species, C5H13NO2 in total in a non-equilibrium geometry.

Element x y z (Å)
C 0.272 -2.586 -1.521
C 0.856 -2.522 -0.108
N -0.657 -1.432 -1.692
H 1.104 -2.491 -2.205
H -0.316 -3.485 -1.654
H 1.829 -2.982 0.052
H 0.176 -3.109 0.524
H -0.958 -1.330 -2.660
H -1.397 -1.624 -1.012
H 2.507 0.797 1.217
H 0.766 -1.495 0.214
C -0.369 2.251 1.480
C -1.422 2.696 0.453
C 0.779 1.532 0.769
O 0.868 1.489 -0.437
O 1.784 1.265 1.608
H 0.112 3.000 2.117
H -0.865 1.561 2.181
H -2.106 3.427 0.891
H -2.020 1.829 0.162
H -0.944 3.208 -0.378

Output
lowest unoccupied orbital energy (alpha / beta) = -3.7 / -9.1 eV
expectation value of S² = 0.7541
multiplicity = 2
net charge = +1
E_HOMO (alpha / beta) = -13.6 / -13.6 eV
F_max = 4.1 eV/A
gap between HOMO and LUMO (alpha / beta) = 9.983 / 4.532 eV



Density functional theory data (ωB97M-V/def2-TZVPD) for a cluster of 2 separate species, C5H13NO3 in total in a non-equilibrium geometry.

Element x y z (Å)
C 0.701 -0.028 2.733
C 0.579 -0.412 1.262
N 0.015 -1.762 1.088
C -0.284 0.635 0.509
C -0.303 0.530 -1.083
C -1.701 0.145 -1.422
O -2.408 0.879 -2.085
O -1.952 -1.154 -1.316
H -0.249 -0.072 3.296
H 1.233 -0.758 3.372
H 1.197 0.923 2.770
H 1.565 -0.411 0.792
H -0.922 -1.895 1.466
H -0.053 -2.007 0.109
H -1.360 0.604 0.786
H -0.081 1.675 0.832
H 0.516 -0.178 -1.227
H -0.108 1.578 -1.354
H -2.882 -1.392 -1.302
O 2.464 1.237 -3.091
H 2.432 0.312 -3.313
H 1.601 1.551 -2.823

Output
lowest unoccupied orbital energy = 0.5 eV
multiplicity = 1
E_HOMO = -9.3 eV
SMILES = C[C@@H](N)CCC(=O)O.O
F_max = 4.2 eV/A
gap between HOMO and LUMO = 9.833 eV



Density functional theory data (ωB97M-V/def2-TZVPD) for the ion C5H13NOP with charge -1.

Element x y z (Å)
C 2.963 -0.625 0.277
C 1.920 0.096 -0.569
O 2.098 1.515 -0.441
C 0.489 -0.347 -0.248
N -0.395 -0.191 -1.354
P -1.981 0.082 -1.133
C -2.585 -1.194 0.127
C -2.163 1.519 0.101
H 2.819 -0.394 1.340
H 3.975 -0.321 0.000
H 2.877 -1.709 0.166
H 2.089 -0.096 -1.631
H 1.914 1.739 0.478
H 0.199 0.238 0.660
H 0.544 -1.396 0.112
H -2.488 -2.188 -0.321
H -3.643 -1.016 0.347
H -2.026 -1.184 1.070
H -1.280 1.638 0.739
H -3.040 1.384 0.742
H -2.287 2.449 -0.461

Output
lowest unoccupied orbital energy = 3.8 eV
multiplicity = 1
net charge = -1
E_HOMO = -2.8 eV
SMILES = C[C@H](O)C[N-]P(C)C
F_max = 0.4 eV/A
gap between HOMO and LUMO = 6.598 eV



Density functional theory data (ωB97M-V/def2-TZVPD) for a cluster of 2 separate species, C5H13NOSi in total in a non-equilibrium geometry.

Element x y z (Å)
C -2.377 -0.383 -0.102
C -2.729 1.010 0.149
C 0.434 0.082 -1.735
C 2.134 -1.693 0.510
C 1.406 1.305 0.883
N -0.630 -0.840 0.836
O -2.813 -1.299 -0.646
Si 0.853 -0.305 0.064
H -3.120 1.258 1.158
H -3.393 1.315 -0.629
H -1.891 1.717 -0.014
H 0.076 -0.835 -2.200
H -0.314 0.854 -1.457
H 1.181 0.668 -2.376
H 1.589 -2.671 0.752
H 2.769 -1.984 -0.418
H 2.945 -1.399 1.277
H 1.665 2.006 0.118
H 0.567 1.747 1.518
H 2.356 1.261 1.447
H -0.707 -1.815 0.863

Output
lowest unoccupied orbital energy = 0.7 eV
multiplicity = 1
E_HOMO = -8.6 eV
F_max = 5.2 eV/A
gap between HOMO and LUMO = 9.318 eV



Density functional theory data (ωB97M-V/def2-TZVPD) for a cluster of 2 separate species, C5H13NP in total in a non-equilibrium geometry.

Element x y z (Å)
C -1.203 -0.564 0.496
C -3.031 0.874 -0.451
C 2.179 -1.234 -0.546
C -2.644 -0.473 0.292
C 1.553 0.015 0.093
N 2.466 1.191 -0.039
P -0.147 0.626 -0.193
H -0.942 -1.364 1.231
H -4.182 0.902 -0.508
H -2.789 1.681 0.168
H -2.480 0.955 -1.454
H 3.178 -1.135 -0.245
H 2.043 -1.329 -1.650
H 1.756 -2.252 -0.010
H -3.025 -1.432 -0.237
H -3.094 -0.577 1.274
H 1.989 -0.444 1.768
H 2.666 1.485 0.964
H 2.265 2.048 -0.539
H 3.444 1.026 -0.413

Output
lowest unoccupied orbital energy = -4.7 eV
multiplicity = 1
net charge = +1
E_HOMO = -12.6 eV
F_max = 4.3 eV/A
gap between HOMO and LUMO = 7.929 eV



Density functional theory data (ωB97M-V/def2-TZVPD) for a cluster of 2 separate species, C5H13NS in total in a non-equilibrium geometry.

Element x y z (Å)
C 0.226 1.816 -1.346
C -0.967 1.859 -0.423
C -0.610 1.837 1.061
S 0.080 0.243 1.643
H 0.937 2.601 -1.075
H -0.003 1.868 -2.411
H 0.796 0.878 -1.284
H -1.538 2.779 -0.587
H -1.640 1.027 -0.656
H -1.472 2.134 1.669
H 0.101 2.631 1.320
C 1.552 -1.978 -0.698
C -0.733 -2.348 -1.193
N 0.168 -1.903 -0.286
H 2.182 -1.946 0.193
H 1.806 -1.161 -1.395
H 1.740 -2.915 -1.250
H -0.364 -2.903 -2.061
H -1.747 -1.972 -1.084
H -0.072 -0.607 0.313

Output
lowest unoccupied orbital energy (alpha / beta) = 3.9 / 3.9 eV
expectation value of S² = 0.7536
multiplicity = 2
net charge = -1
E_HOMO (alpha / beta) = -0.7 / -3.5 eV
F_max = 1.8 eV/A
gap between HOMO and LUMO (alpha / beta) = 4.637 / 7.378 eV



Density functional theory data (ωB97M-V/def2-TZVPD) for the molecule C5H13NS in a non-equilibrium geometry.

Element x y z (Å)
C 2.555 -1.107 0.736
N 1.581 -0.625 -0.225
C 1.914 -0.989 -1.634
C 0.212 -0.709 0.168
C -0.808 0.000 -0.874
C -2.115 0.247 -0.166
S -1.706 1.689 0.921
H 2.229 -0.834 1.734
H 3.503 -0.620 0.603
H 2.565 -2.148 0.755
H 1.603 -0.216 -2.507
H 1.395 -1.950 -1.852
H 3.000 -1.170 -1.851
H 0.028 -0.343 1.169
H -0.154 -1.730 0.397
H -0.981 -0.639 -1.742
H -0.248 0.921 -1.131
H -2.422 -0.693 0.487
H -2.949 0.695 -0.763
H -1.893 1.416 2.163

Output
lowest unoccupied orbital energy = 0.9 eV
multiplicity = 1
E_HOMO = -8.1 eV
SMILES = CN(C)CCCS
F_max = 2.8 eV/A
gap between HOMO and LUMO = 9.037 eV



Density functional theory data (ωB97M-V/def2-TZVPD) for the molecule C5H13NS in a non-equilibrium geometry.

Element x y z (Å)
C 2.834 -0.721 -1.904
C 2.439 -0.538 -0.454
N 1.035 -0.190 -0.379
C 0.449 -0.225 0.952
C -0.272 1.105 1.283
C -1.701 1.244 0.761
S -2.340 -0.139 -0.261
H 2.781 0.213 -2.459
H 2.100 -1.367 -2.408
H 3.794 -1.197 -2.029
H 2.683 -1.415 0.159
H 2.978 0.327 -0.049
H 0.509 -0.779 -1.014
H -0.183 -1.102 1.105
H 1.272 -0.348 1.665
H 0.405 1.828 0.838
H -0.303 1.161 2.364
H -1.847 2.162 0.210
H -2.429 1.345 1.559
H -3.416 -0.406 0.462

Output
lowest unoccupied orbital energy = 0.9 eV
multiplicity = 1
E_HOMO = -8.6 eV
SMILES = CCNCCCS
F_max = 1.5 eV/A
gap between HOMO and LUMO = 9.536 eV



Density functional theory data (ωB97M-V/def2-TZVPD) for the molecule C5H13NS in a non-equilibrium geometry.

Element x y z (Å)
C 2.822 0.194 -0.804
C 1.614 -0.788 -0.454
N 0.536 -0.160 0.380
C -0.591 -0.902 0.649
C -1.907 -0.386 -0.041
C -2.040 1.106 -0.008
S -2.166 1.700 1.719
H 3.499 -0.454 -1.377
H 2.391 0.939 -1.464
H 3.371 0.485 0.072
H 1.886 -1.750 -0.066
H 1.047 -0.917 -1.453
H 1.001 0.156 1.192
H -0.865 -1.285 1.724
H -0.332 -1.916 0.135
H -1.881 -0.837 -1.082
H -2.734 -0.788 0.600
H -1.152 1.403 -0.538
H -3.007 1.344 -0.623
H -1.493 2.854 1.439

Output
lowest unoccupied orbital energy = 0.9 eV
multiplicity = 1
E_HOMO = -8.7 eV
SMILES = CCNCCCS
F_max = 5.1 eV/A
gap between HOMO and LUMO = 9.616 eV



Density functional theory data (ωB97M-V/def2-TZVPD) for the ion C5H13NS with charge +1 in a non-equilibrium geometry.

Element x y z (Å)
C 0.270 -1.400 -0.489
C -0.522 -0.338 -1.472
C -1.793 0.435 -0.844
S -3.023 -0.249 0.296
C 0.280 -0.742 0.842
N 0.687 0.766 0.655
C 2.155 0.844 0.849
H 1.266 -1.411 -0.795
H -0.060 -2.432 -0.454
H -0.856 -0.829 -2.463
H 0.233 0.430 -1.832
H -1.417 1.412 -0.572
H -2.415 0.584 -1.788
H -3.135 0.788 1.101
H -0.717 -0.665 1.442
H 1.052 -1.159 1.426
H 0.336 1.383 1.363
H 2.441 0.650 1.930
H 2.474 1.787 0.655
H 2.747 0.147 0.151

Output
lowest unoccupied orbital energy (alpha / beta) = -3.6 / -8.7 eV
expectation value of S² = 0.7537
multiplicity = 2
net charge = +1
E_HOMO (alpha / beta) = -12.8 / -12.8 eV
F_max = 4.0 eV/A
gap between HOMO and LUMO (alpha / beta) = 9.189 / 4.076 eV



Density functional theory data (ωB97M-V/def2-TZVPD) for the ion C5H13NS with charge +1 in a non-equilibrium geometry.

Element x y z (Å)
C 0.115 1.192 -0.332
N -0.097 -0.234 -0.464
C 0.890 -1.285 -0.605
C 0.149 -2.604 -0.857
S 1.282 -4.062 -0.785
C -1.083 1.963 0.267
C -0.811 2.356 1.700
H 1.071 1.322 0.194
H 0.335 1.524 -1.363
H -0.833 -0.533 0.181
H 1.430 -1.377 0.346
H 1.568 -1.030 -1.410
H -0.595 -2.702 -0.063
H -0.380 -2.668 -1.802
H 2.416 -3.362 -0.945
H -1.925 1.264 0.165
H -1.313 2.772 -0.419
H -0.706 1.497 2.357
H 0.093 2.964 1.761
H -1.606 3.004 2.071

Output
lowest unoccupied orbital energy (alpha / beta) = -3.0 / -7.8 eV
expectation value of S² = 0.7543
multiplicity = 2
net charge = +1
E_HOMO (alpha / beta) = -13.0 / -12.9 eV
F_max = 2.4 eV/A
gap between HOMO and LUMO (alpha / beta) = 9.928 / 5.118 eV



Density functional theory data (ωB97M-V/def2-TZVPD) for the ion C5H13NS with charge +1 in a non-equilibrium geometry.

Element x y z (Å)
C 0.127 -0.193 -2.023
C -1.024 0.833 -2.176
S -1.072 2.214 -1.002
C 0.083 -1.049 -0.765
N 0.182 -0.269 0.426
C 0.533 -0.887 1.672
C 0.353 0.062 2.884
H 0.236 -0.727 -2.959
H 1.009 0.439 -1.860
H -1.957 0.333 -1.898
H -1.087 1.193 -3.197
H 0.094 2.828 -1.241
H 0.960 -1.704 -0.738
H -0.775 -1.723 -0.685
H -0.155 0.696 0.542
H 1.618 -1.071 1.633
H -0.008 -1.828 1.805
H -0.309 -0.398 3.618
H -0.119 1.009 2.599
H 1.313 0.245 3.366

Output
lowest unoccupied orbital energy (alpha / beta) = -2.7 / -7.2 eV
expectation value of S² = 0.7544
multiplicity = 2
net charge = +1
E_HOMO (alpha / beta) = -13.3 / -13.3 eV
F_max = 2.0 eV/A
gap between HOMO and LUMO (alpha / beta) = 10.626 / 6.100 eV



Density functional theory data (ωB97M-V/def2-TZVPD) for the molecule C5H13NS2 in a non-equilibrium geometry.

Element x y z (Å)
C 0.953 -3.156 1.823
C 1.143 -1.652 1.422
S 0.240 -1.401 -0.140
S 1.145 0.316 -1.105
C 0.276 1.636 -0.115
C -1.191 1.482 -0.007
C -1.846 2.926 0.268
N -1.838 0.871 -1.283
H 0.064 -3.372 2.486
H 1.838 -3.387 2.430
H 0.904 -3.854 0.941
H 2.293 -1.550 1.333
H 0.749 -1.055 2.214
H 0.495 2.835 -0.548
H 0.857 1.476 0.875
H -1.515 0.892 0.909
H -2.112 3.081 1.272
H -2.717 2.896 -0.297
H -1.217 3.779 -0.079
H -2.070 1.507 -1.956
H -2.875 0.598 -1.019

Output
lowest unoccupied orbital energy = 0.7 eV
multiplicity = 1
E_HOMO = -8.6 eV
SMILES = CCSSC[C@@H](C)N
F_max = 5.6 eV/A
gap between HOMO and LUMO = 9.253 eV